DFT (ωB97M-V with the def2-TZVPD basis set) results for 11 unconnected molecules or ions with the total composition C15H48N20O14.

Properties
Kohn-Sham gap, eV: 9.25
Molecular weight, u: 732.675
SMILES string: CCO[C@@H]1COC(=O)O1.NC(N)=O.NC(N)=O.NC(N)=O.NC(N)=O.NC(N)=O.NC(N)=O.NC(N)=O.NC(N)=O.NC(N)=O.NC(N)=O
Maximum force, Eh/bohr: 0.0841
E, eV: -74811.284
2S+1: 1
LUMO level, eV: 0.19
Charge: 0

Positions of all 97 atoms, in Å:
C 1.75331 -0.08547 2.48891
C 1.06562 1.26742 2.39561
O -0.30247 1.22482 2.82507
C -1.24110 1.14260 1.82976
C -2.58453 0.62740 2.38806
O -2.66148 -0.72383 1.81548
C -1.41946 -0.99181 1.34480
O -0.84751 -2.09863 1.39881
O -0.91569 0.16198 0.83012
H 2.61691 0.00175 3.12353
H 1.06666 -0.81905 2.89482
H 2.09760 -0.41080 1.51393
H 1.13926 1.69372 1.40155
H 1.55380 1.96173 3.06995
H -1.39704 2.10334 1.34284
H -3.40877 1.18128 1.96545
H -2.60918 0.54149 3.46263
N 6.19497 2.25840 4.43577
C 5.26429 1.37761 3.95918
N 5.75169 0.26843 3.34365
O 4.05965 1.57407 4.10595
H 7.18169 2.11964 4.34015
H 5.85711 3.07616 4.90375
H 5.09835 -0.39400 2.97342
H 6.72580 0.05379 3.24816
N 6.28233 -2.97944 5.06045
C 6.90519 -3.18575 3.86538
N 7.46884 -4.41827 3.68817
O 6.95050 -2.32586 2.98835
H 6.23661 -3.65733 5.79612
H 5.86126 -2.08263 5.22286
H 7.92694 -4.59374 2.81599
H 7.44466 -5.13773 4.38335
N -3.17850 3.39482 -2.63432
C -2.44838 3.00211 -1.53831
N -2.39405 1.65329 -1.32985
O -1.89127 3.79965 -0.80319
H -3.64596 2.75381 -3.24769
H -3.23986 4.37886 -2.81480
H -1.87910 1.34461 -0.52826
H -2.84697 0.96246 -1.90634
N -2.68554 -2.75068 -1.20041
C -3.23933 -2.00076 -2.19859
N -3.14431 -2.49771 -3.45886
O -3.77630 -0.92004 -1.96275
H -2.21160 -3.61813 -1.35638
H -2.75455 -2.39298 -0.26574
H -3.54741 -1.96805 -4.22034
H -2.69952 -3.37090 -3.66333
N -4.19928 -3.11264 -8.02251
C -3.63992 -2.25947 -7.11449
N -2.36333 -1.84985 -7.38653
O -4.24731 -1.88305 -6.12194
H -3.72846 -3.42951 -8.84699
H -5.13607 -3.41906 -7.84595
H -1.93885 -1.20913 -6.74462
H -1.85058 -2.13967 -8.19601
N -4.12941 -2.63467 3.69092
C -5.16439 -2.12494 4.42427
N -6.02870 -3.04679 4.96281
O -5.31066 -0.92592 4.59108
H -3.97910 -3.61322 3.54476
H -3.49551 -1.96785 3.28630
H -6.79391 -2.69445 5.50283
H -5.92954 -4.03484 4.84041
N 2.78396 -2.69738 8.06041
C 3.60649 -1.89530 7.31184
N 2.99363 -1.22146 6.29832
O 4.80238 -1.79528 7.56856
H 1.80261 -2.79315 7.88859
H 3.19801 -3.19446 8.82358
H 3.52792 -0.56698 5.75773
H 2.01358 -1.29572 6.10525
N 1.79321 2.46302 -5.20545
C 0.76832 3.06389 -4.52241
N -0.14090 2.20280 -3.94929
O 0.65769 4.27219 -4.42592
H 1.88003 1.46880 -5.27350
H 2.49072 3.04753 -5.64703
H -0.90256 2.60379 -3.43499
H -0.07580 1.20732 -4.02234
N -5.58111 1.46401 -0.57079
C -6.62910 1.97558 0.13823
N -7.45927 1.03740 0.70494
O -6.82488 3.17332 0.27306
H -5.40803 0.48201 -0.69721
H -4.95623 2.12034 -0.99286
H -8.23002 1.37489 1.24545
H -7.31288 0.05118 0.61786
N 4.92079 3.07056 -8.53564
C 4.60276 4.11729 -7.71061
N 5.26852 5.28612 -7.95086
O 3.77721 4.02043 -6.81841
H 5.59421 3.13326 -9.27326
H 4.44338 2.20492 -8.38302
H 5.04851 6.06523 -7.36122
H 5.94878 5.39729 -8.67622